Record 1
90
Properties=species:S:1:pos:R:3 method="wB97M-V/def2-TZVPD" homo_energy_ev=-6.35 homo_lumo_gap_ev=6.106
C 3.6365 2.8399 1.5067
C 2.3390 2.0561 1.4279
N 2.5100 0.7815 2.2111
C 1.6062 -0.2872 1.7321
C 1.9309 -0.9169 0.3510
C 2.5110 0.9356 3.6423
C 1.2061 1.4676 4.2549
H 4.3756 2.0782 1.2585
H 3.9413 3.0874 2.5236
H 3.7284 3.7666 0.9402
H 1.4796 2.6721 1.6927
H 2.0951 1.9296 0.3731
H 1.6586 -1.1434 2.4046
H 0.5760 0.0576 1.8210
H 2.9091 -1.3804 0.4789
H 1.1423 -1.6285 0.1065
H 2.0683 -0.0690 -0.3200
H 3.3234 1.6042 3.9268
H 2.7790 -0.0212 4.0904
H 0.4634 0.6707 4.2165
H 0.8077 2.2945 3.6670
H 1.4449 1.8115 5.2612
C 1.6522 -0.7070 -5.3851
C 2.4550 -0.4877 -4.0513
N 1.8301 -1.0992 -2.8465
C 2.7554 -0.9725 -1.6542
C 3.6532 -2.1868 -1.4666
C 0.4907 -0.5337 -2.6232
C -0.3232 -1.3037 -1.5979
H 2.2070 -0.2635 -6.2119
H 0.6982 -0.1881 -5.2913
H 1.4466 -1.7558 -5.5993
H 3.4586 -0.8625 -4.2525
H 2.5775 0.5532 -3.7521
H 3.5377 -0.2201 -1.7542
H 2.2461 -0.6134 -0.7599
H 3.1170 -3.1108 -1.2506
H 4.2320 -2.3151 -2.3812
H 4.3775 -1.9778 -0.6793
H -0.2020 -0.6029 -3.4619
H 0.6781 0.4922 -2.3063
H -0.1181 -2.3486 -1.8310
H -1.4009 -1.2388 -1.7478
H -0.0103 -1.0564 -0.5835
C -2.8320 -1.1492 -4.8144
C -3.0600 -0.8415 -3.3491
N -3.2439 -0.5349 -2.2286
H -3.7524 -1.2051 -5.3957
H -2.4150 -2.1549 -4.8676
H -2.2001 -0.4310 -5.3369
C -1.7064 1.7761 -5.3586
S -1.4556 0.8359 -3.8870
O -0.7625 -0.4076 -4.4027
C -0.2485 1.9883 -2.9636
H -2.0973 1.1584 -6.1671
H -0.7515 2.1598 -5.7178
H -2.4323 2.5526 -5.1174
H 0.6174 2.0159 -3.6250
H -0.0732 1.6744 -1.9346
H -0.6155 3.0027 -2.8076
C -2.7918 -3.5462 4.2991
S -3.0191 -3.4568 2.5158
O -4.5167 -3.3061 2.2142
C -2.0991 -1.8044 2.2268
H -3.4859 -4.2962 4.6784
H -3.0266 -2.6630 4.8933
H -1.7482 -3.8212 4.4521
H -1.0213 -1.9223 2.1148
H -2.4476 -1.0308 2.9111
H -2.3825 -1.3444 1.2802
C -2.4174 1.1179 6.0875
S -1.6582 -0.0357 4.8991
O -2.2888 -1.3671 5.0453
C -2.3500 0.7872 3.4173
H -3.4976 1.1155 5.9418
H -2.0715 2.1480 6.0018
H -2.1695 0.7599 7.0868
H -1.4482 0.9671 2.8322
H -2.8705 1.7307 3.5816
H -3.1428 0.1424 3.0380
C -1.6928 0.3103 -0.8585
S -1.6347 0.4470 1.0248
O -0.9612 -0.6779 1.7524
C -0.4154 1.8795 1.0810
H -0.6612 0.3854 -1.2024
H -2.1213 1.1577 -1.3935
H -2.2764 -0.5245 -1.2466
H -0.7195 2.6320 0.3535
H 0.6052 1.6029 0.8166
H -0.5319 2.3655 2.0497

=====

Record 2
90
Properties=species:S:1:pos:R:3 method="wB97M-V/def2-TZVPD" charge=+3 spin_multiplicity=2 relative_energy_kj_mol=0.0 s2=0.7700 homo_energy_ev="-15.70 / -15.70" homo_lumo_gap_ev="6.535 / 5.736"
Ir -0.4530 -0.5893 -1.5494
Cl -0.5156 1.2263 -3.4440
C -1.8194 2.3308 -3.0035
C -2.0301 3.4258 -3.8189
C -3.0388 4.3126 -3.4738
C -3.8032 4.1035 -2.3306
C -3.5704 2.9972 -1.5316
C -2.5720 2.0764 -1.8653
P -2.2999 0.6004 -0.8543
C -3.7676 -0.4280 -0.9427
C -3.7487 -1.6638 -0.2941
C -4.8543 -2.4911 -0.3515
C -5.9756 -2.1036 -1.0752
C -5.9872 -0.8914 -1.7436
C -4.8857 -0.0492 -1.6806
C -2.1474 1.2608 0.8230
C -1.5291 2.4978 1.0072
C -1.4039 3.0246 2.2839
C -1.8701 2.3127 3.3843
C -2.4776 1.0788 3.2023
C -2.6260 0.5566 1.9226
H -1.4245 3.5822 -4.7020
H -3.2249 5.1735 -4.1023
H -4.5853 4.8027 -2.0657
H -4.1701 2.8391 -0.6429
H -2.8642 -1.9946 0.2402
H -4.8424 -3.4432 0.1616
H -6.8386 -2.7546 -1.1231
H -6.8540 -0.5947 -2.3185
H -4.9107 0.8913 -2.2137
H -1.1787 3.0690 0.1531
H -0.9793 4.0150 2.4119
H -1.7746 2.7246 4.3799
H -2.8623 0.5315 4.0533
H -3.1406 -0.3887 1.7910
C 2.2189 -5.1137 -3.3757
C 1.0310 -4.3187 -3.8540
C 0.5339 -4.6912 -5.2258
O -0.0904 -4.6081 -2.9060
P -0.7443 -3.5884 -1.9484
S -1.6528 -2.0124 -2.8749
S 0.6148 -2.5189 -0.8471
O -1.7925 -4.3479 -1.1130
C -1.7440 -5.7424 -0.5346
C -2.1713 -6.7154 -1.6016
C -0.3893 -6.0126 0.0720
H 3.0630 -4.9344 -4.0425
H 1.9941 -6.1806 -3.3922
H 2.5128 -4.8251 -2.3659
H 1.2213 -3.2460 -3.7854
H 0.2821 -5.7515 -5.2657
H 1.3212 -4.4997 -5.9563
H -0.3425 -4.1066 -5.5038
H -2.5016 -5.6606 0.2405
H -1.4195 -6.8022 -2.3851
H -3.1230 -6.4218 -2.0422
H -2.3009 -7.6965 -1.1424
H 0.3854 -6.0800 -0.6946
H -0.4265 -6.9746 0.5845
H -0.1187 -5.2537 0.8069
C 7.5568 5.1694 4.2827
C 6.1913 4.6753 4.0236
C 5.8735 3.2845 4.1475
C 4.6188 2.8241 3.9491
C 3.5716 3.7557 3.6185
N 2.3079 3.3829 3.4727
C 1.7680 2.0633 3.8319
O 1.0963 1.9788 4.8087
N 2.1404 1.0277 3.0156
C 2.1776 1.0483 1.5762
C 3.3301 1.3734 0.8798
C 3.3132 1.3059 -0.5026
C 2.1699 0.8652 -1.1395
N 1.0597 0.5236 -0.4689
C 1.0560 0.6344 0.8683
C 3.8832 5.1589 3.4881
C 5.1460 5.5905 3.6816
H 8.2998 4.3756 4.2664
H 7.5762 5.6276 5.2814
H 7.8319 5.9593 3.5819
H 6.6607 2.5968 4.4292
H 4.3876 1.7761 4.0816
H 1.6116 4.1183 3.5541
H 1.8558 0.1416 3.4160
H 4.2313 1.6571 1.4088
H 4.1878 1.5530 -1.0881
H 2.1373 0.7624 -2.2155
H 0.1535 0.3356 1.3893
H 3.0890 5.8531 3.2400
H 5.3818 6.6432 3.5878

=====

Record 3
11
Properties=species:S:1:pos:R:3 method="wB97M-V/def2-TZVPD" relative_energy_kj_mol=261.0 homo_energy_ev=-8.96 homo_lumo_gap_ev=9.585
N 1.8329 0.1401 0.0860
C 0.8401 0.3966 -0.7187
C -1.3471 -0.9012 -0.0348
O -1.4490 0.5192 -0.0086
C -0.2697 1.1700 -0.1130
O -0.1777 2.3489 0.1384
H 1.9004 0.4424 1.0581
H 2.6517 -0.3341 -0.2754
H -0.5390 -1.2086 -0.7081
H -2.2921 -1.3010 -0.4002
H -1.1503 -1.2724 0.9763

=====

These records have electronic energy values of -79704.5258, -105237.4355, -8774.9893 eV, in the order they appear.